Entry 1:
Molecular formula: C6H11N2O2
Method: DFT, wB97M-V/def2-TZVPD

Values from the calculation:
frontier orbital gap: 9.93 eV
ΔE to the lowest compared entry with this formula, charge and spin: 4.048 eV
LUMO energy: -3.76 eV
total charge: +1
molar mass: 143.17 Da

Each line ends with the natural charge from an NBO analysis.
Geometry (Å):
C: -1.65 0.43 0.42  0.81
C: 0.40 -3.16 0.74  -0.25
C: 1.25 0.92 0.71  -0.29
C: 0.06 -3.63 -0.30  -0.22
C: 0.49 0.54 -0.63  0.72
C: -3.07 0.48 -0.05  -0.75
N: 1.07 0.61 -1.75  -0.69
N: 2.52 1.46 0.33  -0.85
O: -1.21 0.57 1.51  -0.52
O: -0.79 0.12 -0.64  -0.50
H: 0.63 -2.68 1.63  0.23
H: 2.04 1.10 -1.60  0.48
H: 0.62 1.58 1.24  0.26
H: 1.36 0.10 1.34  0.25
H: -0.33 -4.10 -1.18  0.24
H: -2.87 0.30 -1.14  0.26
H: -3.41 1.52 0.09  0.27
H: -3.76 -0.05 0.67  0.30
H: 0.60 0.58 -2.73  0.47
H: 3.32 0.97 0.66  0.39
H: 2.70 2.34 0.66  0.39

=====

Entry 2:
Molecular formula: C2H8OS
Method: DFT, wB97M-V/def2-TZVPD

Values from the calculation:
frontier orbital gap: 10.54 eV
ΔE to the lowest compared entry with this formula, charge and spin: 0.994 eV
LUMO energy: 0.81 eV
total charge: 0
molar mass: 80.15 Da
SMILES: COC.S

Each line ends with the natural charge from an NBO analysis.
Geometry (Å):
O: 0.89 0.12 0.42  -0.54
C: 1.10 1.28 -0.36  -0.25
C: 2.01 -0.12 1.26  -0.25
H: 0.21 1.43 -0.99  0.19
H: 1.99 1.18 -1.01  0.16
H: 1.24 2.18 0.27  0.16
H: 2.93 -0.29 0.67  0.16
H: 2.18 0.71 1.96  0.16
H: 1.80 -1.03 1.84  0.19
S: -5.33 -1.85 -1.64  -0.29
H: -4.91 -1.26 -0.51  0.14
H: -4.11 -2.34 -1.91  0.14

=====

Entry 3:
Molecular formula: C5H26N2O8
Method: DFT, wB97M-V/def2-TZVPD

Values from the calculation:
frontier orbital gap: 8.79 eV
ΔE to the lowest compared entry with this formula, charge and spin: 6.007 eV
LUMO energy: -0.17 eV
total charge: 0
molar mass: 242.27 Da
SMILES: CNCCNCC=O.O.O.O.O.O.O.O

Each line ends with the natural charge from an NBO analysis.
Geometry (Å):
C: 1.07 3.62 0.15  -0.22
N: 2.08 2.58 0.59  -0.63
C: 2.30 1.51 -0.33  -0.34
C: 1.82 0.25 0.21  0.47
O: 0.80 0.17 0.87  -0.62
C: -0.29 3.77 0.81  -0.26
N: -1.15 2.60 0.55  -0.67
C: -2.50 2.70 1.21  -0.42
H: 1.65 4.57 0.41  0.19
H: 0.90 3.43 -0.85  0.19
H: 1.80 2.27 1.59  0.37
H: 3.37 1.43 -0.54  0.20
H: 1.88 1.56 -1.28  0.23
H: 2.40 -0.66 0.16  0.14
H: -0.13 3.93 1.88  0.16
H: -0.57 4.92 0.76  0.22
H: -0.60 1.81 0.87  0.40
H: -2.41 2.73 2.32  0.18
H: -2.99 3.75 0.87  0.20
H: -3.14 1.85 0.85  0.18
H: 0.63 0.23 -2.47  0.48
H: 0.42 -1.22 -1.93  0.49
O: 1.15 -0.56 -2.06  -0.98
H: -1.29 -1.13 -1.24  0.53
H: -1.80 -2.09 -2.28  0.50
O: -1.06 -1.99 -1.73  -0.99
H: 0.33 -3.55 -1.17  0.49
H: 1.94 -3.34 -1.37  0.48
O: 1.30 -4.02 -0.97  -0.96
H: 2.07 -2.68 1.80  0.46
H: 2.39 -1.40 2.10  0.45
O: 2.81 -2.18 2.14  -0.91
H: -0.87 -3.02 0.19  0.45
H: 0.49 -3.49 0.65  0.49
O: -0.52 -3.53 0.87  -0.96
H: -3.63 -1.90 1.12  0.47
H: -2.96 -3.04 0.34  0.48
O: -3.84 -2.49 0.39  -0.94
H: -3.29 0.21 -2.41  0.48
H: -2.89 1.15 -1.23  0.50
O: -2.46 0.41 -1.93  -0.97

=====

Entry 4:
Molecular formula: C3H12N2O
Method: DFT, wB97M-V/def2-TZVPD

Values from the calculation:
frontier orbital gap: 9.72 eV
ΔE to the lowest compared entry with this formula, charge and spin: 2.265 eV
LUMO energy: 0.80 eV
total charge: 0
molar mass: 92.14 Da
SMILES: NCCO.CN

Each line ends with the natural charge from an NBO analysis.
Geometry (Å):
C: 1.18 -0.22 0.10  -0.15
O: 0.98 1.20 0.19  -0.79
C: 0.57 -1.01 1.29  -0.24
N: 1.09 -2.37 1.28  -0.84
H: 0.92 -0.84 -0.82  0.16
H: 2.29 -0.43 0.17  0.17
H: 0.75 -0.40 2.20  0.17
H: -0.50 -1.12 1.16  0.17
H: 2.10 -2.39 1.42  0.35
H: 0.68 -2.95 1.99  0.36
C: -1.25 1.86 -1.59  -0.42
N: -1.36 0.68 -0.66  -0.80
H: -0.76 2.65 -1.03  0.22
H: -0.65 1.58 -2.43  0.21
H: -2.20 2.26 -1.89  0.18
H: -2.08 0.92 0.02  0.38
H: 0.02 0.67 -0.19  0.49
H: -1.78 -0.07 -1.22  0.37

=====

Entry 5:
Molecular formula: C4H25NO8
Method: DFT, wB97M-V/def2-TZVPD

Values from the calculation:
frontier orbital gap: 10.23 eV
ΔE to the lowest compared entry with this formula, charge and spin: 1.848 eV
LUMO energy: 0.51 eV
total charge: 0
molar mass: 215.24 Da
SMILES: CN(C)CCO.O.O.O.O.O.O.O

Each line ends with the natural charge from an NBO analysis.
Geometry (Å):
C: 0.62 2.76 0.62  -0.44
N: 0.00 2.03 -0.49  -0.46
C: -1.05 2.93 -1.03  -0.44
C: -0.64 0.85 0.19  -0.24
C: -1.78 0.17 -0.58  -0.08
O: -2.45 -0.65 0.38  -0.75
H: 0.95 3.79 0.43  0.21
H: 0.15 2.65 1.60  0.19
H: 1.58 2.29 0.75  0.21
H: -0.57 3.66 -1.68  0.21
H: -1.56 3.44 -0.20  0.18
H: -1.84 2.52 -1.66  0.20
H: -1.13 1.16 1.11  0.19
H: 0.15 0.16 0.37  0.21
H: -1.31 -0.43 -1.35  0.19
H: -2.47 0.91 -0.97  0.17
H: -3.02 -1.25 -0.09  0.49
H: -3.20 -0.41 2.01  0.50
H: -4.30 0.53 2.61  0.47
O: -3.70 -0.19 2.83  -0.98
H: 4.09 1.62 -0.71  0.49
H: 2.75 0.85 -1.35  0.51
O: 3.52 0.85 -0.74  -1.02
H: 2.38 -1.85 -1.06  0.50
H: 2.28 -2.80 -2.17  0.48
O: 1.75 -2.07 -1.80  -1.00
H: -1.29 -2.62 2.47  0.47
H: -1.85 -1.77 3.53  0.48
O: -1.12 -1.76 2.89  -0.94
H: -0.17 -2.72 -0.50  0.50
H: -1.25 -2.15 0.61  0.49
O: -0.94 -2.88 0.06  -1.01
H: 3.76 -1.91 0.96  0.49
H: 3.78 -0.78 -0.14  0.52
O: 3.61 -1.74 0.03  -0.99
H: 1.65 -0.19 -2.33  0.50
H: 0.84 1.20 -2.08  0.50
O: 1.55 0.74 -2.57  -0.99

=====

Entry 6:
Molecular formula: C24H36N2NiSi
Method: DFT, wB97M-V/def2-TZVPD

Values from the calculation:
frontier orbital gap (alpha / beta): 7.76 / 7.78 eV
spin multiplicity: 3
ΔE to the lowest compared entry with this formula, charge and spin: 0.814 eV
LUMO energy (alpha / beta): 0.78 / -0.26 eV
total charge: 0
expectation value of S²: 2.02
molar mass: 439.34 Da

Each line ends with the natural charge from an NBO analysis.
Geometry (Å):
C: 0.60 -0.91 2.71  -0.27
C: 0.66 -1.86 1.66  -0.35
C: 1.86 -1.60 0.89  -0.40
H: 0.02 -2.73 1.52  0.23
C: 2.51 -0.45 1.48  -0.38
C: 1.69 -0.01 2.57  -0.28
H: 1.93 0.82 3.23  0.22
H: -0.10 -0.92 3.54  0.24
H: 2.28 -2.25 0.12  0.25
H: 3.47 -0.04 1.17  0.24
Ni: 0.78 0.01 0.38  1.03
C: 0.66 2.03 0.05  -1.10
H: 0.70 2.21 1.14  0.18
H: -0.23 2.55 -0.32  0.20
H: 1.58 2.47 -0.36  0.21
Si: 0.78 0.05 -1.76  1.08
C: -0.19 -0.87 -3.06  -0.51
C: -0.23 -2.28 -3.08  -0.17
H: 0.23 -2.85 -2.27  0.20
C: -0.84 -2.93 -4.15  -0.22
H: -0.85 -4.03 -4.19  0.21
C: -1.45 -2.18 -5.17  -0.22
H: -1.91 -2.69 -6.01  0.21
C: -1.48 -0.78 -5.11  -0.21
H: -1.96 -0.20 -5.90  0.21
C: -0.86 -0.12 -4.04  -0.20
H: -0.86 0.98 -3.97  0.22
C: 2.57 0.02 -2.34  -0.39
C: 2.92 -0.70 -3.50  -0.22
H: 2.16 -1.30 -4.01  0.22
C: 4.23 -0.66 -3.99  -0.21
H: 4.48 -1.22 -4.89  0.21
C: 5.21 0.11 -3.33  -0.21
H: 6.22 0.14 -3.72  0.21
C: 4.86 0.81 -2.18  -0.21
H: 5.60 1.42 -1.66  0.21
C: 3.56 0.76 -1.68  -0.22
H: 3.31 1.30 -0.76  0.21
H: 0.09 -0.86 -0.70  -0.14
H: 0.37 1.52 -1.87  -0.16
C: -2.46 -0.90 1.73  -0.44
N: -2.00 0.28 1.02  -0.46
C: -2.52 0.27 -0.34  -0.42
C: -2.33 1.55 1.67  -0.23
C: -1.61 1.79 2.99  -0.23
N: -1.93 0.82 4.04  -0.46
C: -1.07 1.00 5.20  -0.41
C: -3.34 0.88 4.45  -0.42
H: -3.56 -0.96 1.74  0.16
H: -2.10 -0.88 2.76  0.24
H: -2.07 -1.79 1.23  0.20
H: -3.62 0.39 -0.35  0.17
H: -2.07 1.09 -0.92  0.21
H: -2.26 -0.68 -0.82  0.21
H: -2.01 2.36 0.99  0.22
H: -3.42 1.64 1.83  0.17
H: -0.52 1.79 2.84  0.21
H: -1.89 2.80 3.33  0.17
H: -1.19 2.01 5.63  0.17
H: -1.36 0.26 5.96  0.20
H: -0.02 0.85 4.93  0.20
H: -3.59 1.86 4.89  0.17
H: -4.00 0.69 3.59  0.20
H: -3.50 0.10 5.20  0.20

=====

Question: What is the ΔE to the lowest compared entry with this formula, charge and spin in the first record?
Answer: 4.048 eV